1.
44
Properties=species:S:1:pos:R:3:nbo_charge:R:1 method="wB97M-V/def2-TZVPD" homo_lumo_gap_ev=6.52 charge=+2 energy_ev=-102911.555 fmax_ev_per_a=0.44 e_homo_ha=-0.52467
C 3.74 -0.90 0.09 -0.1583
H 1.29 -2.61 -4.75 0.2495
C 1.74 -3.92 2.27 -0.0623
C -0.62 -3.31 -1.54 0.0595
C 1.02 2.35 -1.08 -0.2318
C 2.37 -0.91 0.19 0.0577
H 1.02 -0.36 -4.28 0.4228
H -0.20 -4.55 2.90 0.2648
H 2.75 3.63 -1.33 0.2424
C 2.47 -2.96 1.53 -0.0920
C -0.29 -2.88 1.56 0.0995
H -2.19 3.35 -1.64 0.2576
H 0.15 0.25 -2.96 0.4036
C 0.41 -1.78 -2.99 0.4267
H -1.01 5.43 -2.25 0.2595
C 1.67 3.56 -1.42 -0.1455
Ir -0.38 -0.53 -0.44 1.2356
C 0.95 4.65 -1.85 -0.1158
N 0.71 -0.50 -3.33 -0.7761
C 1.73 -1.97 0.86 0.2163
H 4.26 -0.12 -0.45 0.2386
N 0.36 -1.98 0.84 -0.4677
C 1.84 1.29 -0.60 0.2059
C 4.49 -1.91 0.72 -0.1790
C 0.40 -4.12 -3.52 -0.0769
H 0.66 -4.93 -4.18 0.2568
H -1.37 -2.83 1.54 0.2295
C 3.88 -2.91 1.43 -0.1281
O -1.09 1.19 -0.84 -0.6860
C -0.35 -4.36 -2.36 -0.2666
C 0.38 -3.85 2.32 -0.2504
C -0.45 4.57 -1.93 -0.1240
H 5.56 -1.89 0.64 0.2550
N -0.22 -2.03 -1.81 -0.4848
C 0.76 -2.84 -3.84 -0.2718
H 2.89 1.52 -0.46 0.2325
H 4.47 -3.66 1.94 0.2493
H -0.72 -5.34 -2.11 0.2613
C -1.11 3.41 -1.59 -0.2634
H -1.22 -3.44 -0.65 0.2160
H 2.28 -4.69 2.81 0.2549
C -0.39 2.29 -1.18 0.4084
N 1.47 0.08 -0.31 -0.3871
Br 1.82 6.24 -2.31 0.1638

***

2.
53
Properties=species:S:1:pos:R:3:nbo_charge:R:1 method="wB97M-V/def2-TZVPD" relative_energy_kcal_mol=73.92 homo_lumo_gap_ev="6.63 / 6.59" charge=-1 energy_ev=-79719.665 fmax_ev_per_a=2.09 e_homo_ha="-0.21825 / -0.21886"
C -1.96 0.02 -3.09 -0.0810
C -1.33 1.57 -5.31 -0.1700
C 1.91 -0.97 1.61 -0.2497
Ir -0.65 0.09 0.58 1.0510
C -3.04 -1.84 1.16 0.0791
H -1.57 3.41 3.22 0.2589
C -0.51 3.15 3.17 -0.5598
N 1.07 1.19 -4.92 0.5301
H -2.56 -1.52 4.52 0.2442
H -2.65 -3.25 2.73 0.2233
C -0.63 0.24 -3.42 -0.1789
H 0.66 1.58 4.14 0.2170
C 3.02 -2.11 3.43 0.2985
N -1.29 1.38 4.84 -0.8576
H -3.43 1.81 -5.57 0.2169
H 0.16 -0.18 -2.81 0.2674
H -3.99 0.38 -3.58 0.2356
H -1.20 1.89 5.71 0.3998
H -3.49 -0.23 -0.16 0.2634
H -0.54 1.04 2.98 0.2190
H -3.12 -3.88 0.47 0.1930
C -2.97 0.58 -3.87 -0.1558
O 0.46 4.06 1.18 -0.6097
C -3.11 -2.86 0.07 -0.6523
H -2.24 -2.75 -0.59 0.2622
C -2.88 0.08 3.15 -0.4134
O 1.30 1.88 -5.89 -0.3921
O 1.92 0.64 -4.25 -0.3617
S -2.89 1.29 4.43 2.3151
C 4.36 -1.01 1.74 0.2969
C -2.65 1.36 -4.97 -0.2275
C -2.72 -1.25 3.49 -0.1303
O -3.46 -1.25 -1.77 -0.6663
H -3.33 1.52 1.63 0.2556
C -0.35 1.76 3.77 -0.2413
O -3.56 0.80 5.60 -0.9465
O -3.40 2.51 3.85 -0.9578
C -3.22 -0.49 0.85 -0.3245
S 1.81 0.02 0.21 0.1015
H -4.00 -2.71 -0.53 0.2543
H 0.07 3.91 3.68 0.2209
S 0.36 -1.44 2.22 0.0654
O -1.35 -1.04 -1.06 -0.8073
N 2.97 -2.72 4.40 -0.3451
H -1.05 2.15 -6.18 0.2430
C -2.79 -2.21 2.48 -0.2314
C -0.33 1.00 -4.54 0.0097
C -0.17 3.14 1.67 0.8078
O -0.67 2.13 1.00 -0.8285
C -3.12 0.48 1.84 -0.1167
C 3.08 -1.35 2.23 -0.4486
N 5.42 -0.75 1.37 -0.3345
C -2.32 -0.82 -1.88 0.7588

***

3.
45
Properties=species:S:1:pos:R:3:nbo_charge:R:1 method="wB97M-V/def2-TZVPD" multiplicity=5 relative_energy_kcal_mol=0.00 homo_lumo_gap_ev="7.28 / 5.05" charge=+4 energy_ev=-44234.956 fmax_ev_per_a=0.57 e_homo_ha="-0.77053 / -0.75826" s_squared=6.062
H 6.61 -1.13 0.41 0.2933
C 0.03 4.10 0.97 -0.1612
Os 0.15 -0.21 0.18 1.1368
H -2.18 2.43 -0.93 0.2516
H -4.42 -2.34 0.36 0.4771
C 4.10 -2.92 -1.21 -0.1367
N 2.23 0.07 -0.18 -0.2614
N 0.46 1.83 0.38 -0.5011
C -2.49 -1.52 0.31 0.5029
C -4.23 -0.28 -0.19 0.2434
N 2.64 1.26 -0.31 -0.0440
C 1.71 2.23 -0.03 0.2336
C 0.48 -3.26 1.03 -0.0931
N -3.81 -1.54 0.20 -0.4871
C -3.01 0.50 -0.31 0.2533
C 3.06 -2.07 -1.01 -0.1968
C 3.29 -0.86 -0.30 0.3059
H 1.56 -3.23 1.11 0.2651
N -1.96 -0.29 0.04 -0.5430
C 5.39 -2.60 -0.65 0.1158
H 6.21 -3.32 -0.75 0.2773
C 2.11 3.55 -0.07 -0.0890
H -2.81 -4.36 1.13 0.3033
C 4.58 -0.52 0.22 -0.1596
H -1.30 2.42 1.28 0.2348
H 2.10 -2.26 -1.46 0.2433
C -1.60 -2.58 0.65 -0.0048
H -4.40 3.39 -1.28 0.2810
H 4.72 0.42 0.75 0.2778
H -0.65 4.81 1.43 0.2858
C 5.62 -1.38 0.04 -0.1569
H -6.46 2.00 -1.10 0.2805
H -6.37 -0.37 -0.34 0.2925
C -0.34 2.75 0.90 0.0911
H 3.98 -3.82 -1.80 0.2819
C -5.51 1.55 -0.84 0.0667
C -3.07 1.85 -0.75 -0.2276
H 3.09 3.80 -0.45 0.2903
C -4.30 2.36 -0.97 -0.1199
S -0.41 -4.65 1.43 0.7371
C -5.47 0.22 -0.44 -0.2280
H 1.53 5.56 0.45 0.2917
C -1.85 -3.86 1.04 -0.3047
N -0.24 -2.24 0.63 -0.5065
C 1.24 4.51 0.44 -0.0925

***

4.
45
Properties=species:S:1:pos:R:3:lowdin_spin:R:1 method="wB97M-V/def2-TZVPD" multiplicity=6 homo_lumo_gap_ev="5.70 / 6.80" charge=+3 energy_ev=-59690.640 fmax_ev_per_a=3.41 e_homo_ha="-0.63929 / -0.63927" s_squared=8.765
C 5.33 0.48 -1.98 -0.0011
C -5.65 -2.08 0.03 -0.0008
H 1.13 3.98 -1.94 0.0000
N -2.67 0.74 -0.63 -0.0025
C 3.16 -0.56 -2.19 -0.0011
H 5.94 1.24 -0.09 0.0000
C -0.43 -0.94 3.20 -0.0005
C 4.32 -0.15 -2.79 0.0003
C -0.97 3.76 -1.73 0.0001
C -3.95 -3.46 1.01 -0.0003
C 3.93 0.46 -0.16 -0.0008
H -1.45 -1.26 3.27 0.0000
C -3.02 -2.50 0.68 -0.0022
C -1.96 2.86 -1.39 -0.0006
N -2.41 -0.39 -0.24 -0.0165
C 0.62 2.01 -1.22 -0.0007
H 3.95 1.08 1.94 -0.0001
C 1.70 0.04 3.73 -0.0012
N -0.37 1.14 -0.85 -0.0094
N 0.29 -0.86 2.10 -0.0139
S 0.29 -0.38 4.63 -0.0008
H -3.66 -4.34 1.57 0.0000
C 1.47 -0.28 2.43 0.0002
C -4.78 -1.09 -0.29 -0.0002
C 3.00 -0.29 -0.83 0.0002
C 2.33 -0.06 1.28 -0.0027
Sm -0.20 -1.35 -0.14 5.0794
H 6.28 0.81 -2.43 0.0000
H -2.99 3.11 -1.42 -0.0001
C 0.34 3.33 -1.65 -0.0003
H 2.36 -0.99 -2.76 0.0000
H -6.71 -1.85 -0.20 -0.0001
H -1.15 4.74 -2.01 0.0000
H -2.02 -2.59 1.13 -0.0010
C 5.19 0.81 -0.67 -0.0006
H -6.06 -3.91 1.03 0.0000
H 1.67 1.69 -1.11 0.0000
C -3.47 -1.30 0.09 -0.0017
H -5.07 -0.19 -0.82 0.0000
H 2.51 0.53 4.16 -0.0001
N 3.48 0.54 1.18 -0.0023
C -5.27 -3.22 0.74 -0.0002
C -1.59 1.60 -0.97 -0.0007
H 4.57 -0.26 -3.79 0.0000
N 2.01 -0.64 0.09 -0.0174

***

5.
44
Properties=species:S:1:pos:R:3:nbo_charge:R:1 method="wB97M-V/def2-TZVPD" multiplicity=2 relative_energy_kcal_mol=0.00 homo_lumo_gap_ev="7.17 / 5.65" charge=+2 energy_ev=-169731.414 fmax_ev_per_a=1.48 e_homo_ha="-0.51946 / -0.52475" s_squared=0.798
C -3.12 3.89 -1.58 -0.1124
C -1.69 0.45 -0.82 -0.0927
H 1.35 -3.98 4.16 0.2464
Br -1.71 1.39 2.01 0.2509
H -3.23 2.48 -3.87 0.2418
H -1.01 -3.27 3.41 0.2166
Br 0.07 -2.46 -0.96 0.3341
H 1.73 1.89 -0.32 0.2447
C 1.30 -1.11 -1.52 0.1643
C -2.49 0.60 -3.15 -0.2226
H 3.70 -4.16 3.35 0.2519
C -2.17 1.82 -0.69 -0.0539
H -0.46 -1.88 4.37 0.2186
C 2.29 -1.25 -2.46 -0.2463
C 2.51 -1.68 1.40 0.0518
C 1.92 1.03 -0.94 0.0679
O -1.28 -1.39 2.55 -0.7276
H -2.68 4.19 1.74 0.2535
C 0.86 -2.40 2.81 0.2017
H 4.44 -2.58 1.54 0.2496
H -2.11 -1.18 3.00 0.5218
C 3.13 -0.16 -2.63 -0.0955
C 3.43 -2.57 1.92 -0.2348
H 2.83 -0.99 0.63 0.1946
H 2.41 -2.17 -3.01 0.2733
C -3.09 4.48 -0.34 -0.1762
H -3.44 5.49 -0.19 0.2524
C 3.02 -3.43 2.92 -0.1085
H -2.62 0.07 -4.08 0.2445
H 3.60 1.84 -1.97 0.2669
Ru -0.39 -0.42 0.53 0.6791
H -3.49 4.43 -2.44 0.2405
N 1.24 -1.58 1.82 -0.5113
H 3.94 -0.21 -3.36 0.2635
C -1.94 -0.09 -2.09 -0.1869
C -0.53 -2.29 3.36 -0.0994
C -2.66 3.75 0.76 -0.1968
C -2.69 2.55 -1.77 -0.1066
C 1.72 -3.34 3.38 -0.2231
C -2.21 2.48 0.55 -0.0760
C -2.83 1.92 -3.04 -0.0427
N 1.09 -0.02 -0.80 -0.4132
H -1.70 -1.12 -2.31 0.2158
C 2.95 0.98 -1.86 -0.2195

***

6.
49
Properties=species:S:1:pos:R:3:nbo_charge:R:1 method="wB97M-V/def2-TZVPD" homo_lumo_gap_ev=8.92 charge=0 smiles="O=C(CSc1nnc(-c2ccncc2)n1-c1ccc(F)cc1)NC(=O)NCc1ccco1" energy_ev=-50689.453 fmax_ev_per_a=1.31 e_homo_ha=-0.32043
N -3.28 0.27 -1.10 -0.3395
H -2.02 3.10 -3.55 0.2588
H 0.22 -0.77 1.27 0.2547
C -2.35 -1.17 0.19 0.3814
C -1.33 -4.19 2.15 0.0374
H -3.21 2.36 -2.40 0.2650
O -0.38 3.83 -1.70 -0.6086
C 0.69 -1.11 0.36 -0.1972
C -1.34 3.11 -1.50 0.6827
C -1.41 -3.30 1.09 -0.2431
H -3.45 -1.08 2.60 0.2417
O 3.60 1.44 1.02 -0.4082
H 0.45 3.75 0.01 0.4372
C 1.88 -1.89 -2.03 -0.2787
S -1.37 0.89 -2.91 0.2916
C -2.07 0.06 -1.55 0.1706
C 2.61 -1.83 -0.85 0.4007
C 2.47 1.88 -0.84 -0.3331
C 1.52 2.66 1.47 -0.2650
H -0.05 -1.61 -2.91 0.2270
H 1.22 1.95 2.25 0.2433
H 3.98 0.91 -2.17 0.2294
H -3.18 -2.81 4.41 0.1958
H -2.56 2.12 -0.19 0.4373
C -0.76 2.32 0.75 0.8021
N -3.45 -0.50 -0.02 -0.2668
H 2.00 3.52 1.95 0.2174
C 3.66 1.19 -1.19 -0.3013
N -1.95 -4.00 3.31 -0.4098
N -1.42 -0.85 -0.77 -0.3870
N -1.70 2.66 -0.26 -0.6772
C -2.85 -1.96 2.46 -0.2175
C -2.18 -2.15 1.25 -0.0664
C -2.16 2.53 -2.63 -0.6016
C 2.49 2.01 0.52 0.2720
H -0.90 -3.52 0.16 0.2240
N 0.33 3.09 0.78 -0.6149
H 5.23 0.46 0.21 0.2081
H 2.37 -2.18 -2.95 0.2363
H -0.75 -5.09 2.07 0.1942
H 1.72 2.23 -1.52 0.2419
C -0.05 -1.19 -0.81 0.0996
O -1.00 1.39 1.48 -0.6511
H 2.63 -1.40 1.24 0.2332
C 0.54 -1.56 -2.01 -0.1889
C 4.30 0.95 -0.02 0.0780
C 2.03 -1.44 0.34 -0.2226
C -2.69 -2.91 3.45 0.0394
F 3.91 -2.16 -0.87 -0.3224

***

7.
46
Properties=species:S:1:pos:R:3:nbo_charge:R:1 method="wB97M-V/def2-TZVPD" homo_lumo_gap_ev="5.47 / 5.47" charge=0 energy_ev=-37077.198 fmax_ev_per_a=1.42 e_homo_ha="-0.26848 / -0.26854"
C -3.25 -0.56 3.10 -0.1351
C -1.89 -0.81 -2.43 -0.2532
H -2.31 -0.33 5.03 0.2208
C 5.08 -0.95 0.97 -0.1426
H 0.06 4.37 -1.24 0.2319
C -0.88 -0.67 3.50 -0.1703
H 2.44 4.47 -1.67 0.2298
H -2.33 -0.59 -4.50 0.2167
H 0.46 4.20 0.46 0.2286
H 4.14 -1.03 2.91 0.2370
H -3.95 -0.71 1.09 0.2333
H 6.10 -1.01 1.34 0.2255
C 0.66 3.80 -0.53 -0.5170
C 4.02 -0.97 1.84 -0.2372
H -0.02 -0.61 4.14 0.2347
C -3.91 -1.58 -3.45 -0.2391
N 2.51 -0.77 -0.02 -0.4756
O -0.83 1.92 -0.19 -0.6629
H -5.28 -2.59 -2.15 0.2115
C -0.69 -0.87 2.13 0.0807
H 2.79 3.90 -0.05 0.2259
C -3.55 -1.93 -1.09 -0.2897
Pd 0.47 -0.58 -0.35 0.9846
C -2.67 -0.96 -3.55 -0.1913
H -3.87 -2.36 -0.16 0.2150
C -3.09 -0.76 1.75 -0.2644
C 2.34 2.32 -1.41 0.6737
C -1.80 -0.92 1.21 0.2229
N 0.52 -0.98 1.53 -0.1108
C 2.72 -0.90 1.32 0.3105
C -2.16 -0.52 3.98 -0.2551
C 0.25 2.34 -0.59 0.6637
H -4.25 -0.40 3.48 0.2188
C 4.85 -0.84 -0.40 -0.2549
N 1.22 1.57 -1.15 -0.7564
H -4.55 -1.67 -4.32 0.2135
C -4.33 -2.07 -2.22 -0.1812
H 5.67 -0.79 -1.11 0.2357
H 3.32 -0.58 -1.89 0.2431
C -2.32 -1.26 -1.16 0.2343
O 3.36 1.92 -1.94 -0.6464
N 1.64 -0.96 2.15 -0.2571
C 2.14 3.76 -0.91 -0.5148
N -1.47 -1.04 -0.09 -0.5442
C 3.55 -0.73 -0.85 0.0986
H -0.93 -0.30 -2.50 0.2086

***

8.
48
Properties=species:S:1:pos:R:3:nbo_charge:R:1 method="wB97M-V/def2-TZVPD" relative_energy_kcal_mol=6.38 homo_lumo_gap_ev=5.89 charge=+2 energy_ev=-193453.900 fmax_ev_per_a=0.56 e_homo_ha=-0.48651
C -1.99 -0.57 -0.10 0.1107
C 1.51 4.83 0.98 -0.2736
O 1.64 0.21 -0.53 -0.8449
C 2.36 2.89 -0.80 -0.1734
H -3.96 -3.11 -1.27 0.2447
C 3.60 -3.36 -0.35 0.1752
Sc 1.11 -1.53 -0.41 1.8818
H 2.68 2.12 -1.50 0.2186
H 2.69 6.18 -0.17 0.2362
H 6.42 -0.85 -0.06 0.2581
H -8.12 0.41 0.82 0.2416
C -4.94 -1.48 -0.25 -0.0608
C -7.24 -0.88 -0.64 -0.1920
H -0.81 1.66 -0.25 0.3967
C 5.63 -1.59 -0.14 -0.3110
O 0.24 3.28 2.19 -0.6635
H 5.06 -4.94 -0.39 0.2801
C -2.48 -1.83 -0.56 -0.1934
C -7.23 -0.12 0.52 -0.1389
H -0.09 2.38 2.18 0.4794
H -2.72 0.23 0.01 0.2480
C 4.32 -1.19 -0.17 0.1004
H 4.05 -0.14 -0.13 0.2463
H 1.17 5.58 1.69 0.2447
N 3.29 -2.06 -0.27 -0.6902
C -6.09 -0.05 1.31 -0.1895
H -4.09 -0.74 1.59 0.2138
Br 2.07 -4.47 -0.49 0.1806
C 5.92 -2.96 -0.22 0.4333
N -0.74 -0.33 0.11 -0.4387
H 1.40 0.74 1.42 0.1689
C -6.11 -1.58 -1.02 -0.1703
H -6.12 -2.19 -1.91 0.2284
C 1.07 3.52 1.13 0.3925
Br -1.13 -3.05 -1.16 0.1423
C -3.77 -2.20 -0.72 -0.0418
O 7.14 -3.46 -0.19 -0.5888
C 2.36 5.16 -0.06 -0.1494
H 7.82 -2.78 -0.11 0.5132
H -8.14 -0.94 -1.24 0.2440
C 1.49 2.54 0.24 -0.2189
C 2.78 4.19 -0.96 -0.2337
C 1.07 1.11 0.43 0.2168
H -6.10 0.51 2.24 0.2381
C 4.86 -3.88 -0.33 -0.3102
N -0.38 0.99 0.39 -0.4703
H 3.44 4.45 -1.78 0.2321
C -4.95 -0.73 0.93 -0.2131

***

9.
57
Properties=species:S:1:pos:R:3:nbo_charge:R:1 method="wB97M-V/def2-TZVPD" relative_energy_kcal_mol=29.74 homo_lumo_gap_ev=9.07 charge=0 energy_ev=-669195.288 fmax_ev_per_a=3.12 e_homo_ha=-0.36742
C -15.70 13.39 -3.02 -0.2069
H -8.79 10.92 -4.75 0.2382
C -10.78 13.38 -5.89 -0.1772
O -22.82 15.89 -10.79 -0.3498
H -14.63 11.09 -0.88 0.2232
H -19.54 11.22 -11.25 0.2303
H -8.56 10.41 -7.11 0.2303
C -13.71 12.02 -12.18 -0.4447
H -13.17 18.03 -14.14 0.2199
C -14.89 11.55 -1.82 -0.2100
H -14.30 9.79 -2.94 0.2426
C -9.20 11.24 -6.85 -0.2118
C -22.33 13.64 -12.44 -0.1850
H -22.86 12.06 -13.81 0.2282
C -18.79 16.36 -16.73 -0.4720
O -20.83 15.81 -9.94 -0.3873
O -14.02 9.59 -5.50 -0.3683
O -9.64 12.06 -2.72 -0.3812
C -20.27 11.95 -11.58 -0.2142
H -20.01 13.39 -9.95 0.2463
C -22.15 12.45 -13.09 -0.2212
O -14.98 11.25 -6.64 -0.3662
C -15.46 12.69 -4.25 -0.1769
H -13.48 12.17 -11.13 0.2317
H -11.03 13.91 -7.91 0.2251
C -9.85 12.14 -7.72 -0.1694
H -15.39 13.40 -0.89 0.2278
Br -18.65 15.44 -18.49 0.0640
Br -12.38 20.41 -14.61 0.0612
C -14.99 11.35 -4.28 0.0249
N -21.72 15.37 -10.70 0.5169
Br -14.77 19.29 -12.54 0.0852
H -18.47 15.70 -15.92 0.2265
Br -11.98 11.91 -13.15 0.0603
Br -20.64 16.97 -16.40 0.0757
Br -17.58 17.83 -16.67 0.1058
C -9.32 11.53 -5.47 -0.1697
C -13.05 18.89 -13.48 -0.4335
Br -11.60 18.47 -12.18 0.0673
H -11.30 14.25 -5.52 0.2450
C -15.35 12.84 -1.81 -0.1799
H -15.68 13.23 -5.16 0.2376
H -16.17 14.35 -3.13 0.2237
C -20.53 13.16 -10.87 -0.1792
N -14.69 10.66 -5.58 0.5083
H -20.87 10.72 -13.20 0.2143
C -21.50 14.04 -11.35 0.0264
C -14.70 10.79 -2.99 -0.1798
C -10.10 12.60 -4.97 0.0137
C -10.57 13.21 -7.24 -0.2232
N -10.20 12.82 -3.53 0.5226
Br -14.74 10.38 -12.57 0.0809
H -23.10 14.23 -12.91 0.2422
Br -14.73 13.53 -12.96 0.0721
H -9.71 11.90 -8.76 0.2206
O -10.78 13.84 -3.23 -0.3631
C -21.08 11.65 -12.69 -0.1683

***

10.
40
Properties=species:S:1:pos:R:3:nbo_charge:R:1 method="wB97M-V/def2-TZVPD" homo_lumo_gap_ev=5.62 charge=+1 energy_ev=-24778.719 fmax_ev_per_a=1.77 e_homo_ha=-0.42810
C 0.22 3.26 1.58 -0.2020
H 1.78 3.17 3.08 0.2315
H 5.80 -0.73 -1.79 0.2471
H -2.06 1.12 -0.73 0.2235
C -3.68 -0.80 -0.51 -0.1818
H 5.10 1.67 -1.64 0.2512
H -1.57 -1.34 2.09 0.2196
C 2.44 -1.20 -1.51 -0.0794
H -3.92 0.00 -1.21 0.2165
C -1.48 0.37 -0.20 -0.2309
C 0.68 0.59 -1.46 0.2320
H -0.99 -0.42 -2.17 0.2842
H 0.27 4.34 1.45 0.2306
H 1.57 0.69 3.37 0.2273
C -0.72 2.53 0.86 -0.2141
C 3.79 -1.50 -1.63 -0.2386
H 0.14 -0.62 1.85 0.2053
C -3.10 -2.71 1.45 -0.2678
H -1.42 3.03 0.18 0.2190
H -2.87 -3.47 2.19 0.2454
C 4.36 0.87 -1.62 -0.2462
H -0.16 -1.23 -0.80 0.2323
C -4.16 -2.88 0.56 0.4061
H -5.43 -2.00 -0.97 0.2475
C 4.75 -0.48 -1.69 -0.0375
C -2.31 -1.56 1.32 -0.1924
C 3.02 1.20 -1.51 -0.0559
C -2.51 -0.67 0.26 -0.0543
H 2.68 2.24 -1.45 0.2359
C -4.53 -1.90 -0.35 -0.2677
C 0.11 0.47 1.81 -0.1805
C -0.73 1.12 0.91 -0.0569
C 1.07 2.60 2.47 -0.2085
C 0.97 1.22 2.63 -0.2111
C -0.49 -0.26 -1.19 -0.4979
H 4.10 -2.54 -1.68 0.2510
H 1.68 -1.98 -1.46 0.2361
F -4.87 -4.05 0.59 -0.3201
C 2.01 0.18 -1.47 -0.1258
H 0.47 1.66 -1.61 0.2273